Record 1
Molecular formula: C3H2Cl2
Method: DFT, wB97M-V/def2-TZVPD

Last column: Löwdin charge in e.
Positions of all 7 atoms, in Å:
C 0.033 -1.435 0.131  -0.46
C 0.595 0.894 -0.496  -0.39
C -0.314 -0.007 0.264  -0.53
Cl 0.080 -1.854 -1.474  0.68
Cl 1.171 2.230 0.534  0.54
H -1.205 0.080 -0.274  0.10
H -0.359 0.092 1.316  0.06

Calculated values
HOMO energy (spin up / spin down), eV: -9.129 / -9.130
F_max, eV/Å: 2.41
Spin multiplicity: 1
Charge: 0
Orbital gap (spin up / spin down), eV: 7.927 / 7.927
Energy relative to the best compared isomer or geometry (same formula, charge and spin), kJ/mol: 439.78
Electronic energy, eV: -28181.4955
Molar mass, g/mol: 108.95

***

Record 2
Molecular formula: C3H2Cl2FN2O5S
Method: DFT, wB97M-V/def2-TZVPD

Last column: Löwdin charge in e.
Positions of all 16 atoms, in Å:
O 1.696 -2.000 -0.344  0.11
C 1.072 -1.616 -1.367  -0.11
N 0.197 -1.459 -2.342  0.07
N -0.811 -0.548 -2.009  -0.17
C -0.336 0.550 -1.102  -0.59
O 0.406 1.479 -1.615  -0.07
O -0.667 0.670 0.255  -0.17
S -2.259 -1.315 -1.445  0.84
O -3.299 -0.255 -1.102  -0.31
O -2.819 -2.103 -2.630  -0.35
F -1.949 -2.364 -0.167  -0.22
C 1.712 1.886 2.667  -1.03
Cl 2.188 0.209 2.390  0.51
Cl 1.809 2.305 4.384  0.46
H 2.378 2.540 2.105  0.03
H 0.686 2.023 2.325  0.02

Calculated values
HOMO energy, eV: -5.474
F_max, eV/Å: 8.73
Spin multiplicity: 1
Charge: -1
Orbital gap, eV: 8.072
Electronic energy, eV: -54955.9574
Molar mass, g/mol: 268.03

***

Record 3
Molecular formula: C3H2Cl2O2
Method: DFT, wB97M-V/def2-TZVPD

Last column: Löwdin charge in e.
Positions of all 9 atoms, in Å:
O 2.074 -0.498 0.013  0.10
C 1.296 -0.989 -0.765  -0.29
O -0.044 -0.689 -0.769  -0.04
C -0.543 -0.174 0.408  -0.23
C -1.023 1.059 0.530  -1.01
Cl -1.642 1.701 2.048  0.60
Cl -1.254 2.127 -0.879  0.60
H 1.418 -1.630 -1.658  0.16
H -0.283 -0.906 1.071  0.11

Calculated values
HOMO energy, eV: -9.872
F_max, eV/Å: 3.19
Spin multiplicity: 1
Charge: 0
SMILES: O=COC=C(Cl)Cl
Orbital gap, eV: 10.518
Energy relative to the best compared isomer or geometry (same formula, charge and spin), kJ/mol: 155.21
Electronic energy, eV: -32281.7317
Molar mass, g/mol: 140.95

***

Record 4
Molecular formula: C3H2Cl2O2
Method: DFT, wB97M-V/def2-TZVPD

Last column: Löwdin charge in e.
Positions of all 9 atoms, in Å:
C 0.020 -0.362 -1.373  -0.46
C -0.297 0.876 -0.741  -1.12
C 1.411 0.509 0.548  -0.04
O 0.968 -0.586 -2.085  0.02
O 1.261 -0.185 1.469  0.16
Cl -1.675 0.925 0.328  0.62
Cl 0.210 2.486 -1.283  0.61
H -0.872 -1.127 -1.110  0.15
H 2.087 1.040 0.022  0.07

Calculated values
HOMO energy (spin up / spin down), eV: -9.094 / -9.094
F_max, eV/Å: 6.20
Spin multiplicity: 1
Charge: 0
Orbital gap (spin up / spin down), eV: 8.713 / 8.713
Energy relative to the best compared isomer or geometry (same formula, charge and spin), kJ/mol: 321.76
Electronic energy, eV: -32280.0056
Molar mass, g/mol: 140.95

***

Record 5
Molecular formula: C3H2Cl2S
Method: DFT, wB97M-V/def2-TZVPD

Last column: Löwdin charge in e.
Positions of all 8 atoms, in Å:
S 3.163 -0.256 -0.031  0.70
C 1.664 0.343 0.067  -0.72
C 0.448 -0.384 -0.025  -0.32
C -0.882 -0.096 0.067  -1.13
Cl -1.401 1.550 -0.028  0.64
Cl -2.142 -1.258 -0.003  0.66
H 1.540 1.438 0.317  0.06
H 0.711 -1.488 0.045  0.11

Calculated values
HOMO energy, eV: -9.084
F_max, eV/Å: 4.00
Spin multiplicity: 1
Charge: 0
SMILES: S=CC=C(Cl)Cl
Orbital gap, eV: 7.717
Energy relative to the best compared isomer or geometry (same formula, charge and spin), kJ/mol: 14.52
Electronic energy, eV: -39021.9574
Molar mass, g/mol: 141.02

***

Record 6
Molecular formula: C3H2ClN
Method: DFT, wB97M-V/def2-TZVPD

Last column: Löwdin charge in e.
Positions of all 7 atoms, in Å:
C -0.443 0.680 0.124  -0.03
C -0.986 -0.517 -0.066  -0.02
C 0.833 -0.110 0.085  -0.45
N 0.387 -1.271 -0.059  0.09
Cl 2.900 0.503 -0.069  0.22
H -0.755 1.698 0.219  0.09
H -1.935 -0.983 -0.235  0.10

Calculated values
HOMO energy, eV: -9.889
F_max, eV/Å: 3.74
Spin multiplicity: 1
Charge: 0
Orbital gap, eV: 9.119
Energy relative to the best compared isomer or geometry (same formula, charge and spin), kJ/mol: 366.06
Electronic energy, eV: -17151.0492
Molar mass, g/mol: 87.51

***

Record 7
Molecular formula: C3H2ClN3
Method: DFT, wB97M-V/def2-TZVPD

Last column: Löwdin charge in e.
Positions of all 9 atoms, in Å:
C -1.517 -1.651 0.045  -0.20
C -0.140 -1.402 0.033  -0.10
C -0.155 1.233 -0.182  -0.70
N -2.580 -2.039 0.166  0.19
N 1.050 -1.302 0.120  0.17
N 1.088 1.138 -0.054  -0.04
Cl -1.104 2.645 -0.052  0.58
H 1.401 -0.263 -0.015  0.01
H 1.957 1.641 -0.061  0.09

Calculated values
HOMO energy (spin up / spin down), eV: -8.477 / -8.476
F_max, eV/Å: 4.17
Spin multiplicity: 1
Charge: 0
Orbital gap (spin up / spin down), eV: 7.627 / 7.627
Energy relative to the best compared isomer or geometry (same formula, charge and spin), kJ/mol: 356.56
Electronic energy, eV: -20131.1013
Molar mass, g/mol: 115.52

***

Record 8
Molecular formula: C3H2ClNO
Method: DFT, wB97M-V/def2-TZVPD

Last column: Löwdin charge in e.
Positions of all 8 atoms, in Å:
Cl -2.459 -0.366 -0.042  0.89
C -0.910 -0.384 0.202  -0.99
C -0.161 0.690 0.036  -0.10
C 1.085 0.197 -0.008  -0.18
O 1.098 -1.039 -0.065  0.05
N -0.264 -1.442 0.036  0.11
H -0.454 1.629 -0.096  0.07
H 2.065 0.716 -0.064  0.16

Calculated values
HOMO energy, eV: -10.029
F_max, eV/Å: 6.15
Spin multiplicity: 1
Charge: 0
SMILES: Clc1ccon1
Orbital gap, eV: 10.903
Energy relative to the best compared isomer or geometry (same formula, charge and spin), kJ/mol: 236.86
Electronic energy, eV: -19200.1876
Molar mass, g/mol: 103.51